Run 1
This record from the Open Molecules 2025 dataset describes a cluster of 2 separate species, C2H9N2O in total. The level of theory is ωB97M-V/def2-TZVPD.

```
14
C2H9N2O, DFT ωB97M-V/def2-TZVPD
C 2.040 -1.497 -1.667
N 0.581 -1.109 -1.607
H 2.139 -2.318 -2.387
H 2.616 -0.635 -2.012
H 2.430 -1.734 -0.610
H 0.157 -2.059 -1.691
H 0.318 -0.491 -2.377
H 0.153 -0.440 -0.817
C -1.112 0.642 1.542
N -1.595 1.894 1.505
O -0.138 0.338 0.809
H -1.793 -0.120 2.101
H -0.973 2.491 0.855
H -2.420 2.234 1.934
```

Calculated values
LUMO level: -3.309 eV
total charge: +1
HOMO level: -14.272 eV

Atomic partial charges in e from the Löwdin method, atoms 1 to 4:
1 C -0.0300
2 N 0.0976
3 H 0.1007
4 H 0.0931

Run 2
This record from the Open Molecules 2025 dataset describes a cluster of 2 separate species, C2H9N2O in total. The level of theory is ωB97M-V/def2-TZVPD.

```
14
C2H9N2O, DFT ωB97M-V/def2-TZVPD
C -2.083 -0.541 0.363
C -0.571 -0.507 0.212
N 2.239 -0.014 0.015
N -1.642 0.684 -0.248
O 0.045 -1.189 -0.621
H -2.733 -1.151 -0.232
H -2.383 -0.560 1.337
H -0.155 -0.155 1.168
H 2.737 -0.229 -0.866
H 2.602 -0.596 0.696
H -1.495 1.582 0.184
H -1.738 0.722 -1.229
H 2.448 0.940 0.195
H 0.984 -1.111 -0.503
```

Calculated values
LUMO level: -3.064 eV
total charge: +1
HOMO level: -14.973 eV

Atomic partial charges in e from the Löwdin method, atoms 1 to 4:
1 C -0.0232
2 C -0.2871
3 N 0.0627
4 N 0.1618

Most stable = run 1